[1]
The following is a quantum chemistry calculation of a 11-piece molecular cluster, C99H209N11O11 overall at a distorted geometry, from the Open Molecules 2025 dataset.

The highest occupied orbital energy is -7.78 eV. The SMILES is CC1(C)CCCC(C)(C)N1O.CC1(C)CCCC(C)(C)N1O.CC1(C)CCCC(C)(C)N1O.CC1(C)CCCC(C)(C)N1O.CC1(C)CCCC(C)(C)N1O.CC1(C)CCCC(C)(C)N1O.CC1(C)CCCC(C)(C)N1O.CC1(C)CCCC(C)(C)N1O.CC1(C)CCCC(C)(C)N1O.CC1(C)CCCC(C)(C)N1O.CC1(C)CCCC(C)(C)N1O. Its total charge is 0. The HOMO-LUMO gap comes out at 8.158 eV. Its LUMO energy is 0.38 eV. For the energy above the lowest of the compared OMol25 structures with the same formula, charge and spin, the calculation gives 638.66 kJ/mol.

Element x y z (Å)
C  3.788  -1.105  -3.960
C  5.068  -1.750  -3.511
C  5.428  -2.894  -4.578
C  6.122  -2.501  -5.953
C  7.333  -1.579  -5.603
C  6.941  -0.340  -4.708
N  6.200  -0.810  -3.526
O  5.954  0.167  -2.632
C  8.328  0.173  -4.242
C  6.294  0.706  -5.686
C  4.894  -2.466  -2.138
H  3.569  -0.359  -3.196
H  2.998  -1.853  -3.894
H  3.776  -0.563  -4.906
H  5.893  -3.748  -4.085
H  4.462  -3.245  -4.941
H  5.466  -2.001  -6.665
H  6.635  -3.321  -6.455
H  7.816  -1.272  -6.530
H  8.015  -2.132  -4.957
H  8.215  0.948  -3.484
H  8.936  -0.573  -3.729
H  9.012  0.575  -4.990
H  6.098  1.625  -5.135
H  6.919  0.885  -6.561
H  5.315  0.386  -6.042
H  4.113  -3.221  -2.224
H  4.598  -1.732  -1.389
H  5.754  -2.891  -1.620
H  6.738  0.115  -2.079
C  7.068  3.620  -3.332
C  6.510  4.759  -2.445
C  5.801  5.917  -3.189
C  4.350  5.649  -3.622
C  3.573  5.241  -2.361
C  4.178  4.102  -1.537
N  5.642  4.367  -1.344
O  6.281  3.306  -0.593
C  3.470  4.146  -0.196
C  3.835  2.785  -2.217
C  7.833  5.551  -1.929
H  7.412  2.732  -2.801
H  7.786  4.015  -4.050
H  6.225  3.264  -3.925
H  5.805  6.847  -2.620
H  6.463  6.030  -4.047
H  4.138  4.868  -4.353
H  3.938  6.504  -4.156
H  2.579  4.951  -2.700
H  3.056  6.079  -1.894
H  3.855  3.323  0.406
H  3.738  5.049  0.352
H  2.389  4.008  -0.230
H  4.598  2.039  -1.996
H  2.875  2.273  -2.287
H  4.059  2.877  -3.280
H  8.193  5.148  -0.982
H  7.602  6.576  -1.641
H  8.670  5.722  -2.606
H  5.880  2.587  -1.087
C  3.157  6.802  5.366
C  1.934  6.048  4.720
C  1.979  6.356  3.240
C  0.860  5.707  2.477
C  1.059  4.194  2.673
C  1.260  3.716  4.097
N  2.215  4.612  4.816
O  2.406  4.244  6.136
C  -0.134  3.456  4.742
C  1.966  2.357  3.906
C  0.660  6.642  5.388
H  3.208  6.730  6.453
H  3.096  7.887  5.289
H  4.053  6.503  4.822
H  2.046  7.439  3.138
H  2.925  6.038  2.802
H  0.831  5.897  1.404
H  -0.141  5.928  2.845
H  1.925  3.929  2.067
H  0.230  3.636  2.237
H  -0.857  4.156  4.324
H  -0.487  2.473  4.432
H  -0.124  3.247  5.812
H  1.965  1.722  4.792
H  1.593  1.682  3.134
H  2.994  2.600  3.639
H  0.763  6.366  6.437
H  -0.315  6.250  5.097
H  0.463  7.713  5.327
H  3.353  4.109  6.221
C  -3.059  -6.535  -6.740
C  -2.736  -5.489  -5.681
C  -3.135  -6.089  -4.329
C  -2.628  -5.281  -3.179
C  -1.015  -5.147  -3.278
C  -0.587  -4.445  -4.590
N  -1.252  -5.197  -5.699
O  -0.792  -4.753  -6.915
C  -0.824  -2.902  -4.533
C  0.865  -4.703  -4.770
C  -3.626  -4.251  -6.009
H  -2.664  -7.523  -6.504
H  -2.617  -6.253  -7.696
H  -4.097  -6.700  -7.028
H  -4.210  -6.204  -4.186
H  -2.722  -7.076  -4.119
H  -2.898  -5.822  -2.272
H  -3.078  -4.288  -3.208
H  -0.537  -6.107  -3.089
H  -0.673  -4.532  -2.445
H  -1.881  -2.691  -4.367
H  -0.259  -2.373  -3.766
H  -0.621  -2.555  -5.546
H  1.429  -4.696  -3.837
H  1.130  -5.535  -5.422
H  1.313  -3.927  -5.390
H  -4.658  -4.599  -5.969
H  -3.472  -3.918  -7.035
H  -3.596  -3.414  -5.310
H  -0.263  -5.504  -7.192
C  5.219  1.940  6.529
C  5.454  0.527  6.146
C  4.960  -0.402  7.323
C  4.595  -1.813  6.957
C  3.661  -1.801  5.744
C  4.262  -1.079  4.489
N  4.755  0.238  4.863
O  5.190  0.987  3.785
C  5.354  -1.964  3.921
C  3.119  -1.012  3.489
C  6.923  0.264  5.956
H  5.605  2.759  5.923
H  5.415  2.005  7.600
H  4.169  2.221  6.451
H  5.812  -0.640  7.960
H  4.294  0.060  8.053
H  3.991  -2.211  7.772
H  5.414  -2.485  6.702
H  2.779  -1.223  6.019
H  3.306  -2.813  5.547
H  5.563  -1.648  2.899
H  6.297  -2.020  4.465
H  4.889  -2.949  3.896
H  2.222  -0.457  3.764
H  3.420  -0.558  2.546
H  2.800  -2.019  3.220
H  7.513  1.031  6.458
H  7.219  0.334  4.909
H  7.215  -0.747  6.240
H  4.819  1.868  3.875
C  -4.385  0.286  3.951
C  -5.315  -0.822  4.533
C  -4.753  -0.903  6.027
C  -5.670  -1.661  6.974
C  -7.099  -1.083  6.917
C  -7.657  -0.920  5.462
N  -6.734  -0.347  4.461
O  -7.209  -0.195  3.193
C  -8.217  -2.303  5.058
C  -8.832  0.089  5.641
C  -5.154  -2.220  3.861
H  -4.636  0.426  2.899
H  -3.299  0.257  4.036
H  -4.666  1.237  4.403
H  -3.786  -1.397  6.124
H  -4.873  0.098  6.440
H  -5.373  -1.832  8.009
H  -5.684  -2.722  6.727
H  -7.020  -0.108  7.399
H  -7.686  -1.730  7.569
H  -9.138  -2.404  5.632
H  -8.417  -2.406  3.991
H  -7.566  -3.097  5.423
H  -9.548  -0.228  6.399
H  -8.538  1.061  6.037
H  -9.453  0.234  4.757
H  -4.142  -2.608  3.968
H  -5.406  -2.173  2.802
H  -5.792  -2.985  4.303
H  -7.145  0.739  2.982
C  -8.621  -4.249  -2.048
C  -8.640  -2.765  -1.722
C  -8.740  -2.495  -0.195
C  -7.555  -2.797  0.708
C  -6.335  -2.013  0.210
C  -6.073  -2.179  -1.316
N  -7.419  -2.026  -2.092
O  -7.271  -1.831  -3.454
C  -5.033  -1.196  -1.816
C  -5.562  -3.642  -1.377
C  -9.893  -2.045  -2.376
H  -8.316  -4.471  -3.070
H  -9.612  -4.598  -1.759
H  -7.940  -4.690  -1.319
H  -9.186  -1.551  0.116
H  -9.498  -3.210  0.126
H  -7.441  -3.871  0.857
H  -7.602  -2.521  1.762
H  -5.417  -2.183  0.771
H  -6.597  -0.970  0.388
H  -5.468  -0.198  -1.862
H  -4.207  -1.125  -1.109
H  -4.690  -1.378  -2.835
H  -4.493  -3.660  -1.164
H  -5.888  -4.390  -0.655
H  -5.730  -4.085  -2.358
H  -9.822  -1.923  -3.457
H  -9.986  -1.019  -2.020
H  -10.871  -2.515  -2.279
H  -7.211  -0.873  -3.461
C  -4.203  2.853  -1.006
C  -3.641  4.182  -1.498
C  -4.028  5.152  -0.359
C  -3.332  6.532  -0.324
C  -1.848  6.176  -0.383
C  -1.344  5.162  -1.414
N  -2.183  4.044  -1.542
O  -1.741  3.168  -2.535
C  -1.159  5.905  -2.753
C  -0.010  4.621  -0.878
C  -4.260  4.718  -2.866
H  -3.649  2.025  -1.447
H  -5.215  2.601  -1.324
H  -4.061  2.598  0.044
H  -5.107  5.307  -0.346
H  -3.929  4.778  0.660
H  -3.543  6.983  0.646
H  -3.573  7.221  -1.133
H  -1.542  5.835  0.606
H  -1.225  7.066  -0.465
H  -2.128  6.081  -3.220
H  -0.599  6.808  -2.513
H  -0.497  5.488  -3.513
H  -0.133  4.177  0.110
H  0.355  3.884  -1.593
H  0.693  5.444  -0.752
H  -3.704  4.510  -3.780
H  -4.365  5.803  -2.859
H  -5.264  4.320  -3.009
H  -1.674  2.329  -2.074
C  0.399  -6.386  4.254
C  0.175  -5.584  5.509
C  -0.632  -4.309  5.074
C  -1.330  -3.533  6.289
C  -2.156  -4.439  7.182
C  -1.370  -5.757  7.571
N  -0.615  -6.361  6.455
O  -0.101  -7.610  6.839
C  -0.606  -5.359  8.863
C  -2.410  -6.797  8.009
C  1.476  -5.193  6.186
H  -0.518  -6.896  3.957
H  0.934  -7.311  4.465
H  0.915  -5.879  3.438
H  0.079  -3.598  4.654
H  -1.315  -4.504  4.248
H  -1.830  -2.655  5.880
H  -0.504  -3.195  6.915
H  -3.085  -4.566  6.626
H  -2.390  -3.919  8.110
H  -1.344  -5.011  9.584
H  -0.078  -6.248  9.209
H  0.140  -4.589  8.665
H  -3.240  -6.376  8.575
H  -2.865  -7.111  7.069
H  -2.071  -7.735  8.448
H  1.579  -5.764  7.108
H  1.465  -4.173  6.569
H  2.419  -5.324  5.655
H  -0.676  -8.204  6.351
C  2.753  2.331  -9.726
C  1.634  1.851  -8.776
C  1.771  0.313  -8.489
C  0.996  -0.118  -7.214
C  1.290  0.798  -6.052
C  0.977  2.318  -6.262
N  1.737  2.625  -7.474
O  1.740  4.025  -7.675
C  -0.494  2.633  -6.359
C  1.662  3.095  -5.003
C  0.207  2.091  -9.393
H  2.393  3.240  -10.210
H  2.813  1.579  -10.512
H  3.786  2.372  -9.381
H  1.207  -0.115  -9.318
H  2.791  -0.069  -8.491
H  1.469  -1.076  -7.001
H  -0.063  -0.277  -7.418
H  2.370  0.842  -5.911
H  0.878  0.421  -5.115
H  -0.617  3.530  -6.966
H  -1.069  1.853  -6.859
H  -1.025  2.750  -5.414
H  1.435  2.708  -4.009
H  2.751  3.062  -5.024
H  1.399  4.134  -5.198
H  -0.621  1.482  -9.032
H  0.008  1.898  -10.447
H  -0.178  3.095  -9.215
H  2.596  4.268  -7.313
C  1.387  0.960  -0.032
C  0.500  -0.062  -0.771
C  1.232  -1.426  -0.877
C  1.299  -2.111  0.499
C  -0.106  -2.365  1.039
C  -1.018  -1.082  1.070
N  -0.848  -0.273  -0.175
O  -1.567  0.840  -0.291
C  -2.522  -1.475  1.135
C  -0.775  -0.226  2.345
C  0.362  0.323  -2.276
H  2.320  0.990  -0.595
H  1.609  0.718  1.007
H  1.083  1.991  -0.217
H  0.665  -2.061  -1.558
H  2.189  -1.256  -1.372
H  1.758  -1.446  1.230
H  1.865  -3.043  0.496
H  -0.038  -2.797  2.038
H  -0.582  -3.066  0.354
H  -3.149  -0.584  1.081
H  -2.776  -2.053  0.247
H  -2.874  -2.016  2.014
H  0.270  0.070  2.435
H  -1.297  0.730  2.332
H  -1.075  -0.638  3.308
H  -0.408  -0.248  -2.795
H  1.262  0.157  -2.869
H  0.041  1.352  -2.438
H  -1.058  1.357  0.338

[2]
The following is a quantum chemistry calculation of one molecule with the formula C2H8N2Si at a distorted geometry, from the Open Molecules 2025 dataset.

The highest occupied orbital energy (alpha / beta) is -4.93 / -8.99 eV. Its total charge is 0. The HOMO-LUMO gap (alpha / beta) comes out at 5.930 / 7.218 eV. Its LUMO energy (alpha / beta) is 1.00 / -1.77 eV. For the energy above the lowest of the compared OMol25 structures with the same formula, charge and spin, the calculation gives 134.81 kJ/mol. Its expectation value of S² is 2.007. The spin multiplicity is 3.

Element x y z (Å)
C  2.050  -2.013  -0.123
C  -0.693  0.133  -0.218
N  1.161  -1.159  -0.380
N  0.568  -0.163  0.374
Si  -1.465  1.970  -0.071
H  2.707  -1.962  0.852
H  2.233  -2.713  -0.922
H  -0.570  -0.169  -1.223
H  -1.605  -0.604  -0.109
H  -2.706  1.766  -0.704
H  0.743  -0.282  1.414
H  -0.748  3.126  -0.287
H  -1.677  2.069  1.398

[3]
The following is a quantum chemistry calculation of a 3-piece molecular cluster, C12H24Cl2FN4O7 overall at a distorted geometry, from the Open Molecules 2025 dataset.

The highest occupied orbital energy is -12.42 eV. Its total charge is +1. The HOMO-LUMO gap comes out at 8.249 eV. Its LUMO energy is -4.17 eV. For the energy above the lowest of the compared OMol25 structures with the same formula, charge and spin, the calculation gives 85.89 kJ/mol.

Element x y z (Å)
C  0.264  0.186  0.612
C  1.375  -0.416  1.517
Cl  1.369  0.548  3.072
C  1.259  -1.939  1.795
Cl  0.550  -2.707  0.292
N  2.592  -2.531  1.964
C  2.619  -3.586  2.890
N  2.420  -4.911  2.413
N  2.842  -3.462  4.154
N  2.902  -4.557  5.002
C  3.054  -2.125  4.765
C  4.422  -1.495  4.439
O  4.551  -0.368  4.511
F  5.434  -2.285  4.037
H  0.615  0.164  -0.436
H  0.104  1.254  0.849
H  -0.718  -0.300  0.720
H  2.344  -0.195  1.030
H  0.573  -2.123  2.642
H  3.319  -1.835  2.125
H  1.484  -4.947  1.997
H  3.112  -5.056  1.675
H  2.102  -5.174  4.876
H  2.916  -4.264  5.976
H  2.270  -1.460  4.347
H  2.904  -2.123  5.856
C  1.498  5.572  -0.324
O  1.007  4.346  -0.871
C  0.275  4.496  -1.983
O  0.018  5.539  -2.522
O  -0.119  3.283  -2.390
C  -0.915  3.294  -3.578
H  2.072  5.324  0.566
H  2.155  6.074  -1.034
H  0.673  6.224  -0.038
H  -0.352  3.708  -4.415
H  -1.835  3.855  -3.420
H  -1.174  2.263  -3.811
C  -6.555  1.594  -3.174
O  -5.184  1.277  -3.424
C  -4.999  0.144  -4.108
O  -5.863  -0.591  -4.506
O  -3.682  -0.030  -4.272
C  -3.333  -1.213  -4.993
H  -6.575  2.528  -2.617
H  -7.094  1.734  -4.110
H  -7.026  0.817  -2.572
H  -3.745  -1.185  -6.001
H  -3.675  -2.102  -4.463
H  -2.247  -1.243  -5.061

[4]
The following is a quantum chemistry calculation of an isolated ion of composition C11H16N3O and charge +1 at a distorted geometry, from the Open Molecules 2025 dataset.

The highest occupied orbital energy is -11.40 eV. Its total charge is +1. The HOMO-LUMO gap comes out at 8.372 eV. Its LUMO energy is -3.03 eV. For the energy above the lowest of the compared OMol25 structures with the same formula, charge and spin, the calculation gives 287.52 kJ/mol.

Element x y z (Å)
C  -4.927  0.497  -0.145
C  -4.504  -0.509  -1.018
C  -4.007  1.013  0.691
C  -3.262  -0.987  -1.016
C  -2.711  0.592  0.693
C  -2.416  -0.498  -0.042
C  2.119  -0.728  -0.003
C  0.786  1.159  0.270
C  -0.136  -0.733  0.856
C  3.208  -1.586  -0.562
C  2.941  1.567  -0.609
N  2.016  0.585  -0.011
N  1.085  -1.412  0.461
N  -1.090  -1.031  -0.017
O  -0.382  -0.723  2.253
H  -6.025  0.699  -0.008
H  -5.105  -0.609  -1.847
H  -4.322  1.861  1.355
H  -2.918  -1.674  -1.790
H  -1.950  1.071  1.288
H  0.160  1.433  -0.511
H  0.846  1.849  1.071
H  2.618  -2.098  -1.289
H  3.492  -2.299  0.120
H  3.953  -0.906  -0.925
H  3.941  1.264  -0.408
H  2.875  1.726  -1.595
H  2.810  2.443  -0.120
H  1.315  -2.054  1.234
H  -0.831  -1.317  -0.941
H  -1.051  -0.067  2.584

[5]
The following is a quantum chemistry calculation of an isolated ion of composition C3H8O3PS and charge -1 at a distorted geometry, from the Open Molecules 2025 dataset.

The highest occupied orbital energy is -4.22 eV. The SMILES is CC(C)(O)[P@@]([O-])(O)=S. Its total charge is -1. The HOMO-LUMO gap comes out at 7.904 eV. Its LUMO energy is 3.68 eV. For the energy above the lowest of the compared OMol25 structures with the same formula, charge and spin, the calculation gives 0.00 kJ/mol.

Element x y z (Å)
C  -0.559  -0.964  -0.369
C  0.920  0.403  1.162
C  0.371  0.273  -0.241
O  0.064  3.062  -0.952
O  1.377  0.267  -1.147
O  -1.440  1.375  -2.053
P  -0.724  1.908  -0.610
S  -2.122  2.059  0.736
H  -0.635  -1.360  -1.364
H  -1.585  -0.745  0.003
H  -0.091  -1.720  0.259
H  1.538  -0.439  1.393
H  0.045  0.506  1.741
H  1.392  1.360  1.212
H  1.525  1.204  -1.420
H  -2.323  1.711  -2.097

[6]
The following is a quantum chemistry calculation of C3H5MgNaO4 as an isolated structure at a distorted geometry, from the Open Molecules 2025 dataset.

The highest occupied orbital energy (alpha / beta) is -9.40 / -10.72 eV. Its total charge is +1. The HOMO-LUMO gap (alpha / beta) comes out at 5.185 / 6.391 eV. Its LUMO energy (alpha / beta) is -4.22 / -4.33 eV. For the energy above the lowest of the compared OMol25 structures with the same formula, charge and spin, the calculation gives 410.70 kJ/mol. Its expectation value of S² is 0.753. The spin multiplicity is 2.

Element x y z (Å)
Mg  -2.340  0.995  -0.649
O  -2.313  0.367  1.284
C  -1.400  -0.136  2.005
H  -1.102  -1.172  1.751
H  -1.102  0.268  2.988
C  0.517  0.684  0.333
O  1.206  0.695  -0.969
C  0.722  -0.066  -1.920
O  -0.493  -0.209  -2.029
O  1.621  -1.023  -2.112
Na  3.433  0.013  1.007
H  0.116  1.714  0.307
H  -0.054  -0.258  0.281
H  1.188  -1.872  -2.275

[7]
The following is a quantum chemistry calculation of one molecule with the formula C5H9ClSi at a distorted geometry, from the Open Molecules 2025 dataset.

The highest occupied orbital energy is -8.64 eV. The SMILES is C=CC[Si@@H](Cl)C=C. Its total charge is 0. The HOMO-LUMO gap comes out at 9.369 eV. Its LUMO energy is 0.73 eV. For the energy above the lowest of the compared OMol25 structures with the same formula, charge and spin, the calculation gives 126.86 kJ/mol.

Element x y z (Å)
C  -3.105  -0.712  0.164
C  2.738  1.435  -0.179
C  -1.994  -0.431  -0.504
C  2.505  0.129  -0.157
C  -0.954  0.495  -0.044
Si  0.939  -0.693  0.484
Cl  0.799  -2.559  -0.279
H  -3.839  -1.403  -0.215
H  -3.327  -0.247  1.111
H  3.674  1.850  -0.522
H  2.000  2.151  0.143
H  -1.803  -0.907  -1.457
H  3.288  -0.541  -0.499
H  -1.222  1.050  0.844
H  -0.616  1.157  -0.835
H  0.919  -0.774  1.944